[1]
This record from the Open Molecules 2025 dataset describes a cluster of 2 separate species, ClH8NSi3 in total at a distorted geometry. The level of theory is ωB97M-V with the def2-TZVPD basis set.

Computed properties:
Energy ... -1388.1581 a.u.
Frontier orbital gap ... 8.44 eV
Strongest force on any atom ... 0.0753 hartree/bohr
2S+1 ... 1
SMILES string ... [SiH2]=N[SiH3].[SiH3]Cl

Element x y z (Å)
H1 3.58416 0.46374 -0.73356
H2 0.11590 -2.57608 1.46929
Si1 -2.39362 1.09747 0.04542
H3 -3.44675 1.62508 0.98127
Si2 0.41135 -2.11221 0.05496
H4 -1.89744 1.67781 -1.27675
H5 1.25484 1.20005 -1.11380
Cl1 -2.69581 -0.81006 -0.18678
H6 -1.20271 1.32889 0.84951
N1 1.57501 -0.97469 -0.01972
H7 0.22994 -2.87963 -1.15717
H8 2.15515 1.41442 1.21040
Si3 2.30997 0.54522 -0.12307



[2]
This record from the Open Molecules 2025 dataset describes a cluster of 2 separate species, C2H2BrCl2I in total at a distorted geometry. The level of theory is ωB97M-V with the def2-TZVPD basis set.

Computed properties:
Energy ... -3869.3572 a.u.
Frontier orbital gap (alpha / beta) ... 8.27 / 7.56 eV
Strongest force on any atom ... 0.0401 hartree/bohr
2S+1 ... 1

Element x y z (Å)
Br1 2.77364 -0.30963 -0.99268
Cl1 3.64945 2.25972 0.55462
Cl2 3.55565 -0.23100 2.06357
H1 0.30778 1.46520 2.12748
H2 0.27775 0.06848 1.06458
C1 0.30446 1.16270 1.06191
C2 3.04094 0.68637 0.73287
I1 -0.35969 2.20443 -0.55229